[1]
# C3H7N3

One molecule with the formula C3H7N3 in a non-equilibrium geometry (ωB97M-V/def2-TZVPD, the OMol25 dataset).

As for the spin multiplicity: 1. As for the SMILES: N#C[C@H](N)CN. As for the HOMO energy: -0.3504 Ha. The total charge is 0. Its relative energy (zero: lowest compared OMol25 entry of this formula, charge and spin) is 80.3 kJ/mol. For the HOMO-LUMO gap, the calculation gives 10.225 eV. For the total energy, the calculation gives -7693.84660 eV.

Each line ends with the Löwdin charge.
Atoms and positions in Å:
N: 0.7436 1.1662 -3.0186  0.11
C: 0.4395 0.8560 -1.9373  -0.16
C: -0.3157 0.3182 -0.6722  -0.37
N: -0.7288 1.3150 0.2656  0.02
C: 0.4588 -0.8290 0.1086  -0.20
N: 0.3282 -0.7722 1.5700  -0.02
H: -1.1459 -0.1182 -1.2368  0.12
H: -0.6661 0.9918 1.2285  0.05
H: -1.5770 1.8131 0.0487  0.08
H: 0.0988 -1.7956 -0.2596  0.11
H: 1.5108 -0.7459 -0.1584  0.11
H: -0.1870 -1.5582 1.9525  0.08
H: 1.2342 -0.7682 2.0257  0.08



[2]
# C7H15O11Tl

C7H15O11Tl as an isolated structure in a non-equilibrium geometry (ωB97M-V/def2-TZVPD, the OMol25 dataset).

As for the spin multiplicity: 1. As for the HOMO energy: -0.3186 Ha. The total charge is 0. Its relative energy (zero: lowest compared OMol25 entry of this formula, charge and spin) is 0.0 kJ/mol. For the HOMO-LUMO gap, the calculation gives 3.670 eV. For the total energy, the calculation gives -34711.05138 eV.

Each line ends with the Löwdin charge.
Atoms and positions in Å:
Tl: 10.4520 6.4606 12.9843  1.32
O: 12.1002 5.2600 11.2331  -0.34
H: 11.9222 4.9485 10.3388  -0.08
O: 9.6986 5.1314 15.2020  -0.23
H: 9.8619 4.1758 15.1649  -0.02
O: 5.5103 5.7715 12.6899  0.09
C: 6.5648 5.9201 13.5335  -0.79
O: 6.4221 5.6595 14.7356  0.04
O: 7.6590 6.3322 13.0529  -0.09
H: 4.8274 5.5936 13.3621  0.12
C: 10.1861 5.2300 8.0785  -0.03
O: 9.1276 6.1633 8.1780  0.03
C: 8.8507 6.7235 9.3440  -0.59
O: 9.3693 6.4570 10.3990  0.02
O: 7.8801 7.5914 9.1323  0.04
C: 7.2302 8.2070 10.2179  -0.03
H: 10.4877 5.1447 7.0369  0.10
H: 9.8762 4.2559 8.4503  0.11
H: 11.0824 5.6046 8.5742  0.08
H: 7.4011 9.2745 10.3626  0.10
H: 7.4326 7.6838 11.1566  0.07
H: 6.1437 8.1438 10.1215  0.10
C: 13.5653 2.7177 13.6932  -0.03
O: 14.3158 3.6838 14.4158  0.03
C: 13.7514 4.8374 14.7121  -0.60
O: 12.6087 5.1696 14.5354  0.02
O: 14.6278 5.5533 15.4157  0.02
C: 14.3090 6.8722 15.7838  -0.05
H: 14.0512 1.7666 13.9126  0.10
H: 13.5908 2.8511 12.6152  0.10
H: 12.5542 2.6036 14.0801  0.10
H: 14.2712 7.5130 14.8997  0.10
H: 15.0866 7.2872 16.4215  0.09
H: 13.3839 6.9847 16.3506  0.10



[3]
# C31H57BrNO29P

A 9-piece molecular cluster, C31H57BrNO29P overall in a non-equilibrium geometry (ωB97M-V/def2-TZVPD, the OMol25 dataset).

As for the spin multiplicity: 1. As for the SMILES: NC[C@@H](O)CC1=C(P(O)Br)C(=O)OC1=O.COC(=O)OC.COC(=O)OC.COC(=O)OC.COC(=O)OC.COC(=O)OC.COC(=O)OC.COC(=O)OC.COC(=O)OC. As for the HOMO energy: -0.3433 Ha. The total charge is 0. For the HOMO-LUMO gap, the calculation gives 8.132 eV. For the total energy, the calculation gives -173271.26625 eV.

Each line ends with the Löwdin charge.
Atoms and positions in Å:
N: -6.5574 5.1398 -1.8232  0.01
C: -5.8500 4.7893 -3.0417  -0.23
C: -5.7960 3.2940 -3.3449  -0.38
O: -5.7447 3.0415 -4.7299  -0.01
C: -4.5849 2.6230 -2.6975  -0.07
C: -4.9642 1.4047 -1.9484  -0.13
C: -4.4941 1.0027 -0.7713  -0.26
P: -3.2147 1.9615 0.1000  0.59
O: -2.0871 2.0075 -1.0746  -0.35
Br: -2.3056 0.5287 1.5563  0.36
C: -5.2044 -0.2347 -0.3780  -0.42
O: -5.0928 -0.8827 0.6395  0.11
O: -6.0856 -0.5440 -1.3861  0.16
C: -5.9666 0.3974 -2.3796  -0.35
O: -6.6001 0.3405 -3.4208  0.16
H: -7.5537 5.0852 -1.9326  0.06
H: -6.2545 4.5879 -1.0381  0.06
H: -4.8464 5.1843 -2.9676  0.11
H: -6.3337 5.2864 -3.8654  0.11
H: -6.6876 2.8636 -2.9055  0.13
H: -6.5924 3.2865 -5.0962  0.10
H: -3.8346 2.3829 -3.4330  0.14
H: -4.1691 3.3246 -1.9905  0.09
H: -1.2319 1.7577 -0.7120  0.03
C: -0.3929 -3.2622 1.9057  -0.02
O: 0.3654 -2.2076 1.3004  -0.01
C: 1.6079 -2.5390 0.9747  -0.62
O: 2.1276 -3.6059 1.1437  0.14
O: 2.1836 -1.4696 0.4176  -0.04
C: 3.5407 -1.6764 0.0204  -0.05
H: -1.3748 -2.8486 2.1136  0.09
H: -0.4918 -4.1021 1.2216  0.10
H: 0.0696 -3.5853 2.8362  0.10
H: 3.6109 -2.4731 -0.7167  0.10
H: 4.1589 -1.9123 0.8834  0.10
H: 3.8919 -0.7498 -0.4260  0.10
C: -0.9990 0.4902 -9.1107  -0.04
O: -1.9534 -0.3296 -8.4326  -0.02
C: -2.8904 0.3645 -7.7832  -0.63
O: -2.9686 1.5602 -7.7354  0.14
O: -3.7240 -0.4998 -7.2139  -0.01
C: -4.7933 0.1060 -6.4781  -0.02
H: -0.3072 -0.1885 -9.6006  0.09
H: -1.4871 1.1111 -9.8582  0.10
H: -0.4552 1.1131 -8.4031  0.10
H: -5.4095 0.7195 -7.1285  0.10
H: -4.4012 0.7093 -5.6648  0.08
H: -5.3884 -0.7066 -6.0741  0.10
C: 1.7868 -0.7450 -2.5068  -0.04
O: 0.4640 -0.7822 -3.0464  0.02
C: 0.4104 -1.3635 -4.2452  -0.64
O: 1.3555 -1.8185 -4.8356  0.11
O: -0.8462 -1.3767 -4.6642  0.02
C: -1.0218 -2.0086 -5.9439  -0.01
H: 1.7228 -0.2662 -1.5392  0.08
H: 2.1719 -1.7529 -2.3808  0.08
H: 2.4475 -0.1642 -3.1493  0.11
H: -0.7163 -3.0521 -5.8957  0.09
H: -0.4572 -1.4861 -6.7077  0.09
H: -2.0752 -1.9582 -6.1790  0.08
C: 1.2813 5.8968 1.3437  -0.02
O: 2.0626 4.8885 2.0001  -0.01
C: 1.4884 3.6896 1.9922  -0.62
O: 0.4277 3.4114 1.5082  0.12
O: 2.3020 2.8407 2.6213  -0.02
C: 1.7874 1.4978 2.6773  -0.02
H: 1.8423 6.8206 1.4108  0.08
H: 1.1356 5.6421 0.2964  0.10
H: 0.3219 6.0201 1.8402  0.11
H: 1.6561 1.0945 1.6755  0.09
H: 0.8442 1.4745 3.2177  0.10
H: 2.5207 0.9012 3.2097  0.09
C: 1.0056 -4.5346 -3.7562  -0.04
O: 1.3288 -5.7616 -3.0932  0.02
C: 0.3687 -6.6781 -3.1474  -0.63
O: -0.6974 -6.5527 -3.6870  0.13
O: 0.7908 -7.7615 -2.4992  0.01
C: -0.1519 -8.8340 -2.4793  -0.04
H: 1.8602 -3.8816 -3.6443  0.08
H: 0.8286 -4.7062 -4.8147  0.10
H: 0.1309 -4.0731 -3.2972  0.11
H: -0.3752 -9.1686 -3.4901  0.10
H: -1.0675 -8.5320 -1.9753  0.10
H: 0.3162 -9.6420 -1.9257  0.09
C: 3.4375 6.7717 3.9780  -0.04
O: 3.6037 7.4739 5.2126  0.02
C: 2.4589 7.7459 5.8294  -0.63
O: 1.3605 7.4600 5.4338  0.12
O: 2.7373 8.3907 6.9587  0.01
C: 1.5872 8.7468 7.7276  -0.04
H: 4.4323 6.6120 3.5722  0.10
H: 2.9613 5.8121 4.1421  0.09
H: 2.8587 7.3696 3.2825  0.08
H: 1.0362 7.8586 8.0289  0.10
H: 0.9398 9.4150 7.1640  0.10
H: 1.9568 9.2598 8.6099  0.09
C: 1.9560 -7.0986 3.7509  -0.03
O: 1.0016 -7.9215 4.4266  0.01
C: 0.1133 -7.2420 5.1437  -0.63
O: 0.0578 -6.0462 5.2507  0.12
O: -0.7087 -8.1145 5.7206  0.01
C: -1.7244 -7.5160 6.5272  -0.04
H: 2.6117 -7.7670 3.2022  0.09
H: 1.4600 -6.4301 3.0505  0.09
H: 2.5422 -6.5245 4.4649  0.10
H: -2.3617 -6.8706 5.9267  0.10
H: -1.2827 -6.9496 7.3441  0.10
H: -2.3145 -8.3328 6.9307  0.09
C: 8.1110 0.1127 6.7640  -0.04
O: 6.7625 0.4679 6.4548  0.01
C: 6.6272 1.1621 5.3276  -0.63
O: 7.5177 1.4903 4.5918  0.13
O: 5.3354 1.4269 5.1572  0.01
C: 5.0382 2.1768 3.9744  -0.03
H: 8.0744 -0.4427 7.6959  0.09
H: 8.5315 -0.5170 5.9829  0.10
H: 8.7223 1.0027 6.8960  0.10
H: 5.3455 1.6260 3.0862  0.10
H: 5.5331 3.1457 3.9993  0.10
H: 3.9624 2.3224 3.9515  0.06



[4]
# C4H8N2OP

A 2-piece molecular cluster, C4H8N2OP overall in a non-equilibrium geometry (ωB97M-V/def2-TZVPD, the OMol25 dataset).

As for the spin multiplicity: 1. As for the HOMO energy: -0.4863 Ha. The total charge is +1. Its relative energy (zero: lowest compared OMol25 entry of this formula, charge and spin) is 272.1 kJ/mol. For the HOMO-LUMO gap, the calculation gives 6.636 eV. For the total energy, the calculation gives -18583.88511 eV.

Each line ends with the Löwdin charge.
Atoms and positions in Å:
C: 1.0806 2.1636 -0.7388  -0.06
C: 2.2261 1.7551 -1.3166  -0.02
C: -0.7776 -0.6183 -0.4750  -0.17
C: -0.6825 -1.9295 0.0361  -0.06
N: -0.7839 0.4640 0.1761  -0.16
N: -1.2342 -2.2588 1.1469  0.21
O: -1.5760 -0.1296 2.5119  -0.43
P: -0.6158 0.7964 1.8176  1.00
H: 0.8664 3.1923 -0.7133  0.05
H: 0.5101 1.4194 -0.2651  -0.09
H: 2.6225 0.7354 -1.3441  0.05
H: 2.9128 2.3925 -1.7766  0.03
H: -0.9299 -0.6557 -1.6755  0.20
H: -0.3096 -2.6824 -0.6176  0.14
H: -1.5612 -3.2369 1.4767  0.21
H: -1.7477 -1.4074 1.7574  0.11